1.
Computed, not measured: a molecular structure, C10H21Cl2OPPt in a non-equilibrium geometry, with ωB97M-V/def2-TZVPD.

Structure (XYZ):
```
36
Properties=species:S:1:pos:R:3:forces:R:3:mulliken_spin:R:1
Pt 0.265 0.555 -0.095 -0.42 -0.07 2.77 1.386
Cl 1.527 1.841 1.434 0.42 0.46 0.59 0.380
Cl -1.463 -0.359 -1.529 -1.67 -0.15 -1.04 0.308
C 0.735 1.651 -1.749 1.44 -0.88 -1.88 0.523
H 0.012 1.643 -2.566 0.26 0.09 0.31 0.007
H 1.309 2.555 -1.563 -0.26 0.02 0.02 0.004
C 0.844 -1.349 -0.494 -0.89 -3.06 1.47 1.124
C 1.566 0.309 -1.582 -0.14 3.35 -3.44 -0.031
H -0.046 -2.038 -0.420 0.89 1.16 -0.23 -0.011
C 3.009 0.664 -1.380 0.79 -0.11 1.10 0.043
H 1.368 -0.400 -2.383 -0.16 0.25 0.04 -0.009
C 3.956 -0.517 -1.124 0.21 0.65 -0.32 0.003
H 3.357 1.275 -2.228 -0.23 -0.34 0.03 -0.004
H 3.036 1.329 -0.496 0.24 -0.24 -0.45 -0.009
C 3.401 -1.415 -0.039 -0.38 -0.42 -0.56 0.088
H 4.125 -1.072 -2.063 -0.19 -0.04 0.31 -0.001
H 4.938 -0.119 -0.848 -0.09 -0.01 0.06 -0.002
C 2.098 -2.086 -0.535 0.88 -0.48 0.40 -0.011
H 4.122 -2.207 0.166 0.03 0.02 0.20 0.002
H 3.210 -0.848 0.881 0.05 -0.11 -0.11 -0.021
H 2.214 -2.376 -1.596 0.42 -0.29 0.14 0.072
H 1.931 -3.013 0.037 0.12 0.09 -0.23 0.024
C -3.679 -0.180 1.112 -0.22 0.08 0.26 0.001
P -2.262 0.846 1.535 0.02 -0.53 0.30 0.009
C -2.369 2.284 0.441 0.21 -0.19 0.06 0.060
C -2.379 1.485 3.216 -0.33 0.00 0.07 0.009
O -0.976 -0.005 1.507 -1.24 0.57 0.09 0.076
H -4.609 0.394 1.191 0.11 -0.07 0.00 0.000
H -3.727 -1.033 1.798 0.04 0.13 -0.12 0.000
H -3.551 -0.539 0.084 0.07 0.12 0.28 0.003
H -3.208 2.906 0.772 0.12 -0.07 -0.02 0.007
H -1.430 2.848 0.497 -0.24 0.01 -0.03 -0.025
H -2.534 1.931 -0.582 0.08 0.13 0.19 -0.007
H -2.545 0.652 3.908 0.10 0.16 -0.13 0.001
H -1.430 1.976 3.459 -0.14 -0.13 -0.10 0.001
H -3.198 2.206 3.318 0.10 -0.12 -0.01 0.001
```
Forces are in eV/Å.

## Properties
HOMO energy (spin up / spin down), hartree: -0.2333 / -0.3349
Molecular weight, Da: 454.23
Spin multiplicity: 5
Expectation value of S²: 6.016


2.
Computed, not measured: a gas-phase ion, C4H3N2O2S (charge -1) in a non-equilibrium geometry, with ωB97M-V/def2-TZVPD.

Structure (XYZ):
```
12
Properties=species:S:1:pos:R:3:forces:R:3:nbo_charge:R:1
C 1.382 0.684 0.018 0.19 -0.08 -0.01 -0.249
C 0.759 1.874 0.014 -0.45 0.03 0.04 -0.408
C 0.482 -0.441 0.009 -0.08 0.23 -0.04 -0.038
C -0.846 0.028 -0.011 -4.06 -3.28 0.20 -0.133
N 0.751 -1.752 -0.008 -0.19 -0.75 -0.02 -0.126
N -2.076 -0.941 0.045 3.69 3.66 -0.21 -0.105
O -3.305 -0.581 -0.052 0.56 -0.14 0.03 -0.525
O 1.981 -2.119 0.012 0.05 0.41 0.01 -0.550
S -0.991 1.745 0.007 0.06 -0.11 -0.02 0.333
H 2.449 0.549 0.018 0.16 0.00 0.01 0.228
H 1.190 2.857 0.012 0.15 0.15 0.00 0.210
H -1.776 -1.904 -0.066 -0.08 -0.12 0.01 0.363
```
Forces are in eV/Å.

## Properties
Net charge: -1
HOMO energy (spin up / spin down), hartree: -0.0818 / -0.1281
Molecular weight, Da: 143.15


3.
Computed, not measured: a molecular structure, C39H26Br5F6FeN2O6S in a non-equilibrium geometry, with ωB97M-V/def2-TZVPD.

Structure (XYZ):
```
86
Properties=species:S:1:pos:R:3:forces:R:3:mulliken_spin:R:1
Fe 0.227 -0.212 0.737 -0.30 -1.10 0.17 -0.006
Br -1.963 6.309 4.072 -0.01 0.00 0.01 0.000
C -1.286 4.573 3.677 -0.06 -0.03 -0.04 0.000
C -0.110 4.160 4.273 0.00 0.00 0.01 0.002
C 0.385 2.898 3.981 0.09 0.04 -0.03 -0.002
C -0.293 2.072 3.094 -0.07 0.00 -0.22 -0.006
C -1.459 2.518 2.481 0.17 -0.02 -0.17 0.005
C -1.969 3.766 2.780 0.04 0.13 0.00 0.002
N 0.140 0.767 2.752 0.35 0.51 -0.45 0.002
C 0.692 0.064 3.644 0.00 -0.11 0.07 -0.002
C 0.961 -1.348 3.375 0.08 -0.04 0.09 0.001
C 1.356 -2.192 4.401 0.02 -0.01 -0.03 0.000
C 1.424 -3.553 4.149 -0.01 -0.01 0.02 0.000
C 1.068 -4.006 2.895 0.03 0.01 0.01 0.000
C 0.694 -3.085 1.923 -0.01 -0.04 -0.05 0.002
N 0.667 -1.778 2.146 -0.04 0.33 -0.25 -0.001
H 0.428 4.821 4.937 0.00 0.00 0.00 0.000
H 1.335 2.591 4.400 0.01 -0.01 -0.03 -0.001
H -1.933 1.864 1.759 0.03 0.01 -0.01 0.005
H -2.872 4.121 2.301 0.00 0.00 0.02 -0.001
H 0.864 0.425 4.660 -0.07 -0.01 0.01 0.000
H 1.586 -1.782 5.375 0.00 0.00 0.00 0.000
H 1.725 -4.245 4.926 0.01 0.00 0.00 0.000
H 1.070 -5.060 2.652 0.00 0.00 -0.01 0.000
H 0.409 -3.401 0.930 -0.02 0.01 0.04 0.000
Br -1.607 4.737 -4.319 0.00 0.02 -0.01 0.010
C -0.717 4.194 -2.740 -0.04 -0.01 -0.04 0.106
C 0.138 5.112 -2.069 0.06 0.06 -0.01 0.004
Br 0.364 6.864 -2.749 -0.02 0.01 -0.01 0.005
C 0.796 4.723 -0.938 -0.08 0.07 -0.07 0.055
Br 1.923 5.877 0.031 0.03 -0.01 0.02 0.008
C 0.674 3.388 -0.384 -0.36 -0.02 0.05 0.112
O 1.282 3.040 0.616 -0.12 -0.09 0.77 0.277
C -0.229 2.433 -1.076 -0.46 -0.41 -0.33 0.170
O -0.421 1.251 -0.694 0.46 0.52 0.60 0.259
C -0.897 2.923 -2.253 -0.06 0.01 -0.04 -0.004
Br -2.031 1.680 -3.102 0.08 0.30 -0.11 0.005
C 2.262 -0.021 -5.567 0.01 0.01 0.01 0.000
C 2.730 0.233 -4.158 0.01 0.01 0.00 -0.002
C 2.270 1.335 -3.443 0.00 -0.02 0.00 -0.014
C 2.603 1.501 -2.109 0.04 0.01 0.02 0.036
C 3.377 0.550 -1.462 -0.06 0.01 -0.04 -0.002
C 3.898 -0.515 -2.178 -0.03 -0.05 0.03 0.000
C 3.581 -0.663 -3.520 -0.06 -0.02 0.00 0.000
S 3.575 0.654 0.306 0.26 0.02 -0.03 -0.006
O 3.732 2.061 0.597 0.14 -0.20 0.07 0.004
O 4.719 -0.181 0.636 0.01 -0.08 -0.03 0.000
O 2.334 0.049 0.840 -0.35 0.26 0.08 0.002
H 1.921 0.899 -6.043 0.00 0.00 0.00 0.000
H 1.423 -0.721 -5.559 0.00 0.01 -0.02 0.000
H 3.055 -0.456 -6.180 0.00 0.00 0.00 0.000
H 1.620 2.057 -3.928 0.00 0.01 0.00 0.002
H 2.258 2.361 -1.550 0.18 -0.17 -0.13 -0.014
H 4.521 -1.235 -1.664 -0.01 0.00 0.00 0.000
H 3.958 -1.520 -4.069 0.01 0.00 0.00 0.000
C -2.604 -2.632 -3.661 0.02 0.01 0.03 0.000
C -2.797 -1.544 -2.781 -0.01 -0.11 0.02 0.001
C -1.834 -1.210 -1.870 -0.04 -0.13 0.16 -0.004
C -0.612 -1.927 -1.762 -0.05 0.06 -0.06 -0.007
C 0.385 -1.554 -0.790 0.14 0.10 0.10 0.010
C 1.532 -2.330 -0.826 0.08 0.05 -0.08 -0.005
C 1.728 -3.422 -1.699 0.03 0.05 -0.05 0.001
C 0.768 -3.774 -2.603 -0.02 0.04 0.02 -0.001
C -0.428 -3.019 -2.659 0.01 -0.04 -0.02 0.001
C -1.443 -3.348 -3.597 0.00 0.01 0.00 0.000
H -3.371 -2.894 -4.382 0.00 0.00 0.00 0.000
H -3.715 -0.967 -2.832 -0.01 0.00 -0.01 0.000
H -1.979 -0.383 -1.191 0.02 -0.11 -0.01 0.007
H 2.331 -2.110 -0.126 0.03 0.03 -0.02 0.001
H 2.661 -3.979 -1.651 -0.01 0.00 0.00 0.000
H 0.902 -4.612 -3.282 0.00 0.01 0.00 0.000
H -1.272 -4.185 -4.268 -0.01 0.00 0.00 0.000
C -4.171 -0.733 0.864 0.03 0.01 -0.03 0.000
C -2.903 -1.138 1.651 0.05 -0.30 -0.09 0.004
O -1.798 -0.652 1.110 -0.08 0.45 0.16 -0.017
C -3.129 -0.677 3.129 -0.06 -0.04 0.00 0.000
F -2.057 -0.848 3.920 -0.01 0.03 0.00 0.000
F -3.442 0.632 3.184 -0.05 -0.01 0.02 0.000
F -4.158 -1.324 3.743 0.03 0.00 0.01 0.000
C -2.879 -2.709 1.695 -0.03 -0.02 -0.01 0.000
F -4.106 -3.273 1.878 0.02 0.00 -0.01 0.000
F -2.405 -3.210 0.554 -0.01 0.03 -0.03 0.000
F -2.104 -3.204 2.690 0.00 0.00 0.00 0.000
H -4.117 0.343 0.706 -0.01 0.00 -0.01 0.000
H -5.103 -0.991 1.370 0.00 0.00 0.00 0.000
H -4.137 -1.224 -0.108 0.01 0.01 -0.01 0.000
```
Forces are in eV/Å.

## Properties
Net charge: -2
HOMO energy (spin up / spin down), hartree: -0.0826 / -0.0856
Molecular weight, Da: 1220.07
Spin multiplicity: 2
Expectation value of S²: 0.782


E, respectively: -1849.711160; -812.285227; -17194.016602 Eh.